This record from OMol25 describes the molecule C2H5NO. The level of theory is ωB97M-V with the def2-TZVPD basis set.

Summary:
- SMILES string: CC(N)=O
- E_HOMO: -9.86 eV
- Energy: -5693.2271 eV

The geometry in ORCA input format:
```
! RIJCOSX wB97M-V def2-TZVPD def2/J DEFGRID3
* xyz 0 1
C 0.650 0.909 -0.150
C 0.093 -0.483 -0.383
N -0.921 -0.840 0.463
O 0.504 -1.229 -1.251
H 1.215 0.938 0.788
H -0.150 1.654 -0.088
H 1.321 1.160 -0.972
H -1.252 -1.792 0.422
H -1.182 -0.273 1.253
*
```

This record from OMol25 describes C17H13Cl3F4GeN4O7Ru as an isolated structure. The level of theory is ωB97M-V with the def2-TZVPD basis set.

Summary:
- <S²>: 8.812
- E_HOMO (alpha / beta): -12.20 / -12.29 eV
- Energy: -145655.4273 eV

The geometry in ORCA input format:
```
! RIJCOSX wB97M-V def2-TZVPD def2/J DEFGRID3
* xyz 1 6
Ru 0.647 0.169 0.621
C 0.349 1.979 3.497
N -0.195 0.785 2.871
C -1.628 0.942 2.649
C 0.143 -0.423 3.624
C 0.070 -1.688 2.769
N 0.947 -1.565 1.633
C 1.314 -2.652 0.929
C 2.254 -2.482 -0.126
F 2.619 -1.206 -0.419
C 2.772 -3.529 -0.860
F 3.667 -3.281 -1.807
C 2.344 -4.831 -0.622
C 1.371 -5.035 0.346
F 0.916 -6.262 0.557
C 0.864 -3.992 1.115
F -0.081 -4.273 2.018
H -0.147 2.172 4.456
H 0.192 2.847 2.855
H 1.417 1.870 3.685
H -2.151 1.158 3.588
H -2.060 0.042 2.213
H -1.796 1.782 1.973
H -0.524 -0.529 4.487
H 1.169 -0.329 3.988
H -0.956 -1.865 2.405
H 0.351 -2.535 3.404
H 2.738 -5.656 -1.193
O -3.106 -0.855 -0.595
C -1.973 -0.453 -0.721
O -0.999 -0.804 0.036
C -1.682 0.523 -1.853
C -2.525 0.449 -2.944
C -2.334 1.284 -4.037
C -1.356 2.265 -4.008
C -0.555 2.403 -2.890
C -0.643 1.504 -1.771
O 0.189 1.593 -0.792
N 0.383 3.481 -2.877
O 0.865 3.837 -3.921
O 0.649 3.992 -1.782
N -3.194 1.149 -5.212
O -3.080 2.000 -6.057
O -3.941 0.207 -5.227
H -3.332 -0.275 -2.956
H -1.246 2.937 -4.849
Cl 2.582 1.310 1.164
Ge 2.338 3.393 -0.118
Cl 4.370 3.724 -0.818
Cl 1.987 4.722 1.575
*
```

This record from OMol25 describes C36H31AsN5O2PdS as an isolated structure. The level of theory is ωB97M-V with the def2-TZVPD basis set.

Summary:
- E_HOMO: -2.96 eV
- Energy: -124534.5225 eV

The geometry in ORCA input format:
```
! RIJCOSX wB97M-V def2-TZVPD def2/J DEFGRID3
* xyz -1 1
Pd -0.110 1.924 -0.275
O 1.847 0.391 -0.424
C 2.807 0.669 0.363
C 4.132 0.844 -0.150
C 5.214 1.104 0.655
C 5.057 1.217 2.043
C 3.793 1.068 2.577
C 2.665 0.791 1.792
C 1.359 0.669 2.442
N 0.155 0.683 1.896
C -0.751 0.585 2.923
C -0.107 0.490 4.117
N 1.233 0.543 3.804
H 4.248 0.760 -1.225
H 6.200 1.223 0.218
H 5.906 1.434 2.679
H 3.679 1.196 3.650
H -1.813 0.584 2.732
H -0.459 0.405 5.131
H 1.992 0.488 4.456
C -5.660 2.699 -0.869
N -4.495 3.519 -0.647
C -4.352 4.466 0.361
C -3.086 4.899 0.321
N -2.435 4.227 -0.701
C -3.303 3.341 -1.306
S -3.023 2.330 -2.596
C -0.996 4.182 -0.803
C -0.366 4.652 -1.947
C 1.024 4.542 -2.004
C 1.690 3.974 -0.937
C 0.970 3.641 0.246
N -0.384 3.853 0.364
H -6.557 3.319 -0.902
H -5.767 1.950 -0.082
H -5.523 2.193 -1.821
H -5.176 4.748 0.992
H -2.575 5.629 0.923
H -0.955 5.021 -2.774
H 1.565 4.887 -2.876
H 2.760 3.815 -0.948
H 1.504 3.511 1.180
O -0.763 -0.116 -1.177
As -0.154 -1.580 -0.760
C 1.377 -2.235 0.242
C 1.304 -2.322 1.628
C 2.397 -2.779 2.351
C 3.566 -3.140 1.696
C 3.637 -3.051 0.310
C 2.543 -2.607 -0.417
C -1.587 -2.498 0.187
C -2.769 -1.788 0.363
C -3.844 -2.377 1.014
C -3.742 -3.680 1.483
C -2.561 -4.393 1.308
C -1.482 -3.800 0.669
C 0.020 -2.529 -2.452
C -0.138 -1.754 -3.596
C -0.063 -2.347 -4.850
C 0.151 -3.715 -4.960
C 0.301 -4.490 -3.817
C 0.244 -3.897 -2.564
H 0.394 -2.027 2.138
H 2.339 -2.845 3.431
H 4.427 -3.472 2.262
H 4.553 -3.318 -0.201
H 2.596 -2.540 -1.496
H -2.814 -0.775 -0.023
H -4.766 -1.825 1.156
H -4.580 -4.144 1.990
H -2.481 -5.410 1.675
H -0.550 -4.343 0.562
H -0.331 -0.694 -3.478
H -0.176 -1.742 -5.742
H 0.201 -4.179 -5.938
H 0.462 -5.558 -3.905
H 0.382 -4.496 -1.671
*
```

This record from OMol25 describes C56H46Cl4MnN5Si2 as an isolated structure. The level of theory is ωB97M-V with the def2-TZVPD basis set.

Summary:
- <S²>: 8.761
- E_HOMO (alpha / beta): -3.92 / -4.03 eV
- Energy: -163432.2209 eV

The geometry in ORCA input format:
```
! RIJCOSX wB97M-V def2-TZVPD def2/J DEFGRID3
* xyz -1 6
Mn 2.129 0.058 -0.530
Cl 1.145 -3.356 -9.109
C 0.726 -2.523 -7.634
C -0.647 -2.346 -7.341
C -0.981 -1.623 -6.224
C -0.025 -1.044 -5.336
C 1.327 -1.355 -5.652
C 1.682 -2.022 -6.787
C -0.400 -0.662 -3.931
C -1.713 -0.649 -3.533
C -2.981 -0.465 -4.194
C -3.922 -0.176 -3.245
C -3.232 0.111 -2.002
C -3.544 1.141 -1.171
C -4.569 2.147 -1.646
C -5.715 2.515 -0.881
C -6.675 3.442 -1.266
C -6.508 4.032 -2.532
Cl -7.844 4.969 -3.236
C -5.311 3.880 -3.188
C -4.383 2.942 -2.779
C -2.851 1.648 0.043
N -2.370 0.813 1.029
C -1.988 1.616 2.126
C -1.171 1.063 3.166
C -1.334 1.496 4.591
C -2.628 1.832 4.989
C -2.882 2.302 6.310
C -1.819 2.410 7.200
Cl -2.093 3.114 8.767
C -0.516 2.164 6.788
C -0.326 1.660 5.499
C -0.362 0.026 2.708
C -0.707 -1.262 3.345
C -0.880 -2.125 2.306
C -0.524 -1.351 1.075
N -0.098 -0.198 1.394
C -1.165 -1.523 -0.225
C -0.916 -0.748 -1.340
C 2.762 0.806 -2.544
C 1.809 0.430 -3.430
C 0.570 -0.174 -3.009
N 0.317 -0.255 -1.656
C -2.220 -2.563 -0.223
C -3.618 -2.425 -0.369
C -4.405 -3.572 -0.590
C -3.884 -4.867 -0.420
Cl -4.871 -6.325 -0.400
C -2.543 -5.047 -0.262
C -1.741 -3.928 -0.211
C -2.181 2.992 1.744
C -2.746 3.014 0.458
N -1.955 -0.517 -2.230
H -1.404 -2.733 -8.051
H -2.017 -1.483 -5.950
H 2.129 -1.103 -4.983
H 2.751 -2.200 -6.971
H -3.207 -0.510 -5.228
H -4.945 0.227 -3.329
H -5.879 2.096 0.076
H -7.580 3.610 -0.695
H -5.126 4.421 -4.164
H -3.450 2.868 -3.336
H -3.441 1.758 4.253
H -3.863 2.649 6.600
H 0.370 2.333 7.391
H 0.648 1.566 5.141
H -0.938 -1.332 4.378
H -1.187 -3.152 2.446
H 3.516 1.333 -3.039
H 1.916 0.591 -4.497
H -4.065 -1.467 -0.286
H -5.479 -3.465 -0.728
H -2.086 -6.014 -0.332
H -0.650 -4.038 -0.198
H -1.879 3.815 2.418
H -2.967 3.924 -0.153
C 6.729 0.280 1.949
Si 5.442 0.539 0.584
C 5.201 2.309 0.105
C 6.027 -0.194 -1.029
C 3.751 -0.142 1.004
C 2.992 0.772 1.843
C 2.945 0.919 3.207
C 2.348 2.093 3.694
C 1.710 3.017 2.891
C 1.614 2.681 1.589
N 2.236 1.610 1.068
Si 3.685 -1.941 1.512
C 5.166 -2.684 2.353
C 2.371 -2.292 2.822
C 3.168 -2.931 -0.005
H 7.664 0.702 1.667
H 6.843 -0.736 2.218
H 6.376 0.787 2.844
H 6.019 2.897 -0.349
H 4.801 2.961 0.894
H 4.383 2.317 -0.638
H 5.433 0.351 -1.817
H 5.693 -1.216 -1.088
H 7.095 -0.139 -1.276
H 3.499 0.283 3.854
H 2.464 2.341 4.698
H 1.282 3.901 3.287
H 0.973 3.268 0.955
H 5.431 -2.030 3.195
H 6.112 -2.766 1.811
H 4.905 -3.658 2.690
H 1.347 -2.033 2.423
H 2.390 -1.596 3.672
H 2.460 -3.317 3.128
H 2.102 -2.850 -0.169
H 3.240 -3.990 0.191
H 3.709 -2.724 -0.951
*
```